[1]
C16H29Br3Cl3F3MgN3O4 as an isolated structure. Source: the Open Molecules 2025 dataset; level of theory: ωB97M-V with the def2-TZVPD basis set.

The geometry in ORCA input format:
```
! RIJCOSX wB97M-V def2-TZVPD def2/J DEFGRID3
* xyz 1 1
Br 0.819 -5.664 -2.342
Br 4.503 -3.031 -3.003
Br -6.354 3.718 -0.121
Cl 4.099 3.767 0.270
Cl -5.177 1.258 -0.653
Cl -2.706 1.075 1.700
Mg 1.641 5.058 5.106
F 2.929 -6.397 -4.114
F 3.241 -4.152 -5.260
F 3.643 -5.609 -1.965
O 3.372 3.251 2.173
O -0.052 -0.849 1.480
O 0.231 -3.275 0.998
O 4.461 -0.020 -3.771
N -2.894 -1.469 -3.488
N 0.639 2.692 1.396
N -2.850 -3.030 2.526
C 2.652 -5.343 -3.071
C 3.490 4.445 2.930
C -0.387 -1.878 -2.286
C -1.391 -1.647 -3.593
C 2.630 2.212 2.818
C 1.094 2.390 2.761
C 1.555 -2.925 -3.855
C -2.741 -1.653 -0.719
C -1.107 -1.857 -0.788
C -3.588 -1.478 -2.144
C -3.153 2.497 0.724
C -0.246 -2.059 0.616
C 0.560 3.461 3.709
C 2.871 -3.901 -3.816
C 1.256 -2.117 -2.449
C -4.646 2.555 0.445
H 1.705 -1.015 -2.545
H -2.698 -3.602 3.365
H 1.751 -2.589 -1.500
H -3.420 -1.338 -4.397
H 0.592 -3.480 -4.291
H 5.274 -0.168 -4.218
H -0.660 -0.145 1.076
H 2.981 2.070 3.847
H -0.845 -1.629 -4.653
H -5.232 2.481 1.367
H 0.708 4.474 3.331
H 2.639 5.099 2.730
H -3.325 -2.158 2.789
H -1.946 -2.810 2.093
H 0.646 1.438 3.068
H -4.897 3.504 -0.041
H -2.847 3.380 1.294
H -3.433 -3.549 1.859
H 1.205 3.473 1.052
H -2.571 2.470 -0.202
H 1.795 -2.079 -4.663
H 2.882 1.292 2.276
H 3.581 4.247 4.002
H -3.329 -1.637 0.299
H -4.754 -1.368 -2.083
H -0.520 3.337 3.853
H 4.388 4.971 2.599
H 1.036 3.389 4.693
H 0.900 1.918 0.785
*
```

## Properties
- HOMO energy: -7.8 eV
- Kohn-Sham gap: 1.554 eV



[2]
C16H29N2Nd as an isolated structure. Source: the Open Molecules 2025 dataset; level of theory: ωB97M-V with the def2-TZVPD basis set.

The geometry in ORCA input format:
```
! RIJCOSX wB97M-V def2-TZVPD def2/J DEFGRID3
* xyz 2 4
Nd -0.076 0.644 -0.256
N 0.040 -0.009 4.440
N 0.231 0.326 2.001
C 0.148 0.116 3.168
C 0.602 4.260 -2.217
C 0.454 -1.970 -0.766
C -0.923 -1.882 -0.418
C 1.899 -1.237 -2.796
C -1.591 -1.126 -1.428
C -0.621 -0.756 -2.414
C 1.074 -0.725 5.219
C -1.063 0.648 5.177
C 1.480 -2.755 -0.034
C -1.555 -2.479 0.787
C -3.026 -0.734 -1.402
C 0.363 3.110 -1.213
C 0.645 -1.274 -2.000
C -0.875 -0.008 -3.674
C 1.604 2.227 -1.011
H -3.649 -1.547 -1.806
H 0.054 3.547 -0.248
H 1.087 -1.790 4.952
H -1.950 -3.483 0.564
H -0.081 0.720 -3.901
H 2.067 -0.301 5.012
H -3.229 0.161 -2.006
H -3.393 -0.531 -0.385
H 1.390 -3.838 -0.228
H 0.857 3.875 -3.209
H -1.089 1.723 4.948
H -0.842 -2.589 1.614
H 2.120 -0.231 -3.178
H -0.927 -0.699 -4.532
H -2.397 -1.876 1.152
H 1.837 1.597 -1.886
H -0.523 2.544 -1.593
H 1.666 1.580 -0.009
H -1.823 0.543 -3.638
H -0.876 0.496 6.242
H 1.396 -2.619 1.053
H 1.845 -1.906 -3.672
H 1.426 4.898 -1.879
H 2.762 -1.560 -2.201
H -0.294 4.885 -2.321
H 2.497 -2.463 -0.324
H 2.465 2.884 -0.857
H 0.825 -0.604 6.275
H -2.031 0.208 4.897
*
```

## Properties
- HOMO energy (spin up / spin down): -14.3 / -14.3 eV
- Kohn-Sham gap (spin up / spin down): 7.235 / 7.377 eV
- ⟨S²⟩: 3.76



What did the first record say?
C16H29Br3Cl3F3MgN3O4 as an isolated structure. Source: the Open Molecules 2025 dataset; level of theory: ωB97M-V with the def2-TZVPD basis set.

The geometry in ORCA input format:
```
! RIJCOSX wB97M-V def2-TZVPD def2/J DEFGRID3
* xyz 1 1
Br 0.819 -5.664 -2.342
Br 4.503 -3.031 -3.003
Br -6.354 3.718 -0.121
Cl 4.099 3.767 0.270
Cl -5.177 1.258 -0.653
Cl -2.706 1.075 1.700
Mg 1.641 5.058 5.106
F 2.929 -6.397 -4.114
F 3.241 -4.152 -5.260
F 3.643 -5.609 -1.965
O 3.372 3.251 2.173
O -0.052 -0.849 1.480
O 0.231 -3.275 0.998
O 4.461 -0.020 -3.771
N -2.894 -1.469 -3.488
N 0.639 2.692 1.396
N -2.850 -3.030 2.526
C 2.652 -5.343 -3.071
C 3.490 4.445 2.930
C -0.387 -1.878 -2.286
C -1.391 -1.647 -3.593
C 2.630 2.212 2.818
C 1.094 2.390 2.761
C 1.555 -2.925 -3.855
C -2.741 -1.653 -0.719
C -1.107 -1.857 -0.788
C -3.588 -1.478 -2.144
C -3.153 2.497 0.724
C -0.246 -2.059 0.616
C 0.560 3.461 3.709
C 2.871 -3.901 -3.816
C 1.256 -2.117 -2.449
C -4.646 2.555 0.445
H 1.705 -1.015 -2.545
H -2.698 -3.602 3.365
H 1.751 -2.589 -1.500
H -3.420 -1.338 -4.397
H 0.592 -3.480 -4.291
H 5.274 -0.168 -4.218
H -0.660 -0.145 1.076
H 2.981 2.070 3.847
H -0.845 -1.629 -4.653
H -5.232 2.481 1.367
H 0.708 4.474 3.331
H 2.639 5.099 2.730
H -3.325 -2.158 2.789
H -1.946 -2.810 2.093
H 0.646 1.438 3.068
H -4.897 3.504 -0.041
H -2.847 3.380 1.294
H -3.433 -3.549 1.859
H 1.205 3.473 1.052
H -2.571 2.470 -0.202
H 1.795 -2.079 -4.663
H 2.882 1.292 2.276
H 3.581 4.247 4.002
H -3.329 -1.637 0.299
H -4.754 -1.368 -2.083
H -0.520 3.337 3.853
H 4.388 4.971 2.599
H 1.036 3.389 4.693
H 0.900 1.918 0.785
*
```

## Properties
- HOMO energy: -7.8 eV
- Kohn-Sham gap: 1.554 eV